[1]
The following is a DFT calculation (the ωB97M-V functional and the def2-TZVPD basis) of one molecule with the formula C3H2N2O4.

Atoms and positions in Å:
C (0.020277, -0.587442, -1.101872)
C (-0.608488, 0.590381, 0.887497)
C (0.597788, 0.296728, -0.070582)
H (2.039870, -0.778351, -1.795626)
H (0.564309, 1.613490, 2.307314)
N (-1.148265, -1.188618, -1.144761)
N (-1.681896, -0.006193, 0.885693)
O (0.945648, -0.995756, -1.962862)
O (-2.047379, -0.915418, -0.122534)
O (-0.514265, 1.630416, 1.773406)
O (1.832400, 0.340761, 0.344328)

Forces on the atoms, in the same order (eV/Å):
1.7 -0.6 0.2
4.9 2.9 -0.7
1.0 -1.4 4.9
-5.1 -0.4 0.2
-4.9 -0.1 -2.8
1.1 1.2 0.8
-3.8 -2.2 -0.9
3.9 -0.2 -1.5
1.7 1.1 0.2
4.9 -0.8 2.3
-5.3 0.4 -2.7

Properties
LUMO energy in eV: -1.6
SMILES: O=c1c(O)nonc1O
Kohn-Sham gap in eV: 8.6
Energy in hartree: -525.78100

Results of the Mulliken charge analysis, in e, for atoms 1 through 5:
1. C 0.40
2. C 0.25
3. C 0.75
4. H 0.42
5. H 0.41

---

[2]
The following is a DFT calculation (the ωB97M-V functional and the def2-TZVPD basis) of one molecule with the formula C3H2N2OS.

Atoms and positions in Å:
C (1.292607, -0.640144, -0.008071)
C (-1.075219, 0.199113, -0.072446)
C (-0.521999, 1.575122, -0.025931)
H (1.811876, -1.615984, 0.089266)
H (-0.440750, -1.744776, 0.067443)
N (-0.080893, -0.782222, -0.036739)
N (-0.292169, 2.712850, 0.006819)
O (1.942408, 0.369699, -0.017940)
S (-2.635861, -0.073658, -0.002398)

Forces on the atoms, in the same order (eV/Å):
1.3 -0.2 0.4
2.6 0.8 0.6
-0.5 0.9 -0.2
-0.4 0.0 -0.1
0.3 0.9 -0.2
-1.3 -0.6 -0.1
-0.2 -1.6 0.0
-0.7 0.0 -0.2
-1.1 -0.3 -0.1

Properties
LUMO energy in eV: -1.4
SMILES: N#CC(=S)NC=O
Kohn-Sham gap in eV: 8.6
Energy in hartree: -698.42903

Results of the Mulliken charge analysis, in e, for atoms 1 through 5:
1. C 0.05
2. C 0.34
3. C 0.17
4. H 0.34
5. H 0.25

---

[3]
The following is a DFT calculation (the ωB97M-V functional and the def2-TZVPD basis) of one molecule with the formula C3H2N2OS2.

Atoms and positions in Å:
C (-1.004792, -0.303628, -0.177849)
C (1.335700, 0.868953, 0.319435)
C (1.332371, -0.534754, 0.120589)
H (-3.405639, -0.287599, 0.133165)
H (2.288263, 1.511325, 0.617536)
N (-0.999245, 0.947415, -0.549804)
N (0.250715, 1.609942, -0.190597)
O (0.075817, -1.009809, 0.024695)
S (-2.505280, -1.345660, -0.034135)
S (2.632087, -1.456184, -0.263039)

Forces on the atoms, in the same order (eV/Å):
-1.7 1.2 -1.0
-2.1 4.7 -1.7
1.4 -0.1 -0.8
1.1 -0.9 -0.3
-2.3 -1.7 -0.7
1.9 -0.4 1.7
2.1 -2.8 1.5
-0.1 -2.1 0.8
0.5 1.8 0.0
-0.7 0.3 0.6

Properties
LUMO energy in eV: -1.3
SMILES: S=c1cnnc(S)o1
Kohn-Sham gap in eV: 8.0
Energy in hartree: -1096.53394

Results of the Mulliken charge analysis, in e, for atoms 1 through 5:
1. C 0.60
2. C -0.14
3. C 0.33
4. H 0.19
5. H 0.34